No. 1
Molecular formula: C18H49N3O8P2SSi
Method: DFT, ωB97M-V/def2-TZVPD

```
82
C18H49N3O8P2SSi ωB97M-V/def2-TZVPD
H 1.42506 0.14344 0.32514
H -2.14940 2.50561 -2.80828
Si -0.64319 2.90970 -0.88838
O 5.00615 -3.37557 -4.09202
C 3.03580 -4.70280 -4.65246
C 1.20396 2.49767 -1.08647
O 4.19665 -1.43044 -2.91353
C 1.16471 -0.07223 -0.71474
N -2.73365 0.39229 -0.16585
H 0.12263 -0.38442 -0.86013
H 6.34070 -4.14290 -7.85067
C 4.01974 -4.26980 -3.57871
H -0.80095 4.31489 -1.32924
H -4.63753 0.17218 -2.04212
C -4.73514 2.40252 7.20033
O -4.86220 -0.31096 7.23705
H 2.22933 -5.29503 -4.21744
H -1.32282 1.66047 1.61005
H 8.08030 -0.71892 -2.46959
O -5.55971 1.69076 6.26689
C -3.88565 2.02122 3.21644
O -5.23658 -1.12711 5.02592
H 3.53180 -5.31160 -5.40887
H -6.14948 -1.93989 7.05606
H 4.59551 -3.95264 -7.56043
H 6.57605 -1.22214 -1.72784
H 2.58193 1.04675 -1.84008
H -3.70420 -0.12310 3.32508
H 6.95732 0.74809 -4.03313
H -3.59436 -0.00470 0.19422
H 5.41451 0.58258 -3.21598
H -3.38234 2.90572 3.60867
C -3.32223 0.75907 3.84410
H -2.12560 -0.36285 -0.46458
N -4.06099 2.20585 -0.89567
H -3.69119 2.99498 -0.38250
H -4.95166 2.13328 3.43392
C -1.79182 1.86584 -1.98914
H 6.03380 -1.80246 -7.46782
H -3.11798 3.15099 5.97719
H -3.74790 2.00577 2.13550
H -5.41672 2.82032 7.94349
H 3.48777 -3.81180 -2.74182
O 4.67886 -1.91082 -5.96391
C -4.17200 -2.59483 7.64572
C -5.31374 -1.59690 7.66452
S -1.18022 2.93907 1.19732
H -3.60656 4.23353 7.27353
P -5.12330 0.21116 5.69589
H -3.43847 -2.34321 8.41393
C -3.04924 1.26486 -1.30754
C 5.83699 -2.45466 -6.61507
H 1.79318 -0.91724 -1.03447
C 6.33472 0.05465 -3.46420
C 1.82601 3.56112 -2.08944
H -4.67317 2.47469 -1.65204
H 1.11125 4.33669 -2.38548
H -2.23545 0.74779 3.74341
H -3.64515 -2.58221 6.69151
H -4.53758 -3.60641 7.82985
H 2.72347 3.99689 -1.64132
H 1.04873 0.96155 -2.67730
H 7.15025 0.43910 -1.50091
C 7.07367 -0.38303 -2.21430
H -4.04309 1.75096 7.72746
O -3.61361 0.68088 5.24028
H -3.14229 -0.38620 -2.55852
P 4.58932 -1.79330 -4.32089
H 6.71985 -2.43358 -5.98214
H -4.61459 4.06143 5.81734
H -1.28097 1.02567 -2.48980
H 1.75127 2.60170 -0.14240
C 5.58634 -3.86408 -7.11271
H 2.07910 3.02139 -3.01323
H -5.68568 -1.48606 8.68526
N -3.70501 0.42596 -2.34809
C -3.97867 3.52994 6.52651
H 5.64520 -4.58365 -6.29749
H 2.60124 -3.84148 -5.16621
C 1.49006 1.09761 -1.68030
O 6.07030 -1.06753 -4.30920
H 4.54846 -5.14013 -3.18815
```

The calculation puts the HOMO energy at -8.69 eV. The largest force on an atom is 0.158 Eh/bohr. Its spin multiplicity is 1. The structure (SMILES) is CC[C@@H](C)[Si@H](S)CC(N)(N)N.CCOP(=O)(OCC)OCC.CCOP(=O)(OCC)OCC.

Löwdin atomic charge list, values in e, 8 entries:
1 H 0.080
2 H 0.080
3 Si 0.384
4 O -0.224
5 C -0.078
6 C -0.459
7 O -0.218
8 C -0.091

=====

No. 2
Molecular formula: C18H50N2O8S6
Method: DFT, ωB97M-V/def2-TZVPD

```
84
C18H50N2O8S6 ωB97M-V/def2-TZVPD
O 3.67927 -0.69790 3.36561
H 0.60649 -6.29804 4.73326
H 0.77650 1.11511 4.48537
H -0.32483 -6.62070 3.31433
H -5.96687 1.48853 -5.30103
O 0.26446 1.09199 0.98413
C 3.00484 -6.34031 2.03801
S -4.76714 2.38702 -3.42597
C 3.03150 -5.42550 0.82464
H -5.92434 0.36897 -3.99714
H 2.26391 -6.12415 2.80497
N -0.01205 1.77571 -4.44781
S -0.34770 0.08011 0.03664
H 2.38777 3.17652 -5.87654
H 2.89815 2.99687 -4.19041
H 3.64000 2.29989 3.27946
H -2.09107 2.05738 -4.25986
C 1.73821 0.60857 4.57900
H -6.99133 2.15453 -2.60536
H 1.48296 -4.51038 -1.59733
O 0.49123 3.86679 -3.72241
H -6.19938 3.66065 -1.97352
O -2.06074 6.39620 2.08094
N 1.86048 -4.87133 0.47585
H -1.08695 -2.12520 0.46886
H 0.54335 -1.70117 1.21130
H 2.07284 2.73513 -0.24071
C 2.21383 2.52899 -1.29888
O -4.22253 1.60866 -2.24185
H 1.58781 -0.30369 5.15047
H -1.40190 -4.80587 1.64045
S -0.82661 5.55362 2.02730
C -1.89162 -4.50554 2.56766
H 0.12407 1.23978 -5.28798
H 2.43206 1.27289 5.09522
O 0.63913 -3.92609 3.08707
C -5.28762 1.04711 -4.56608
H -1.11715 4.05923 3.81854
C -0.49429 -1.42021 1.05313
H -2.56185 -0.33103 -0.61095
C 3.02202 0.04175 -0.84075
H -4.41893 0.57130 -5.00125
H -0.11781 5.57591 -0.39564
C -1.26787 3.91200 2.75277
H 2.67196 -3.43621 -0.83381
H 2.07446 2.41865 2.27065
H 3.58111 1.80657 1.62471
H 2.34936 3.53824 -1.70025
H -2.18179 1.34012 -0.73265
H 3.98910 -0.39478 -0.57372
O 4.07594 -5.21857 0.21693
S 3.69641 1.52776 -1.69247
H 0.31843 4.16331 0.47176
C 1.74733 -3.99283 -0.67447
H 2.39272 1.64067 -5.27502
H -2.59780 -5.24074 2.94906
H -0.59681 3.11712 2.42441
H -6.81352 3.64630 -3.60307
H -1.33546 0.53838 -3.56133
H -1.17961 -6.57221 4.79659
S -0.58415 -4.32391 3.84214
H -1.36306 4.37428 -0.01104
C -1.25341 1.61328 -3.71642
H 1.17695 -4.67703 1.19778
H -2.50305 0.71739 0.91284
C 2.18379 2.65633 -4.93390
C -0.35543 -6.08695 4.27434
H -2.35513 -3.54327 2.36515
H 3.99568 -6.47925 2.45464
H -1.01076 -1.18866 1.98220
H 2.51551 0.32135 0.07963
H -1.27400 2.10120 -2.74480
O 4.78671 2.05511 -0.81194
C -6.36688 3.01566 -2.83117
H 0.97092 -3.28210 -0.39005
C -0.48517 4.89808 0.37373
C 2.97384 1.86746 2.53301
H -2.28385 3.70171 2.42763
S 2.48913 0.17648 2.99115
C -2.08689 0.48555 -0.06288
H 1.36917 2.05622 -1.79631
H 2.42608 -0.58352 -1.49835
C 0.79279 2.87569 -4.35254
H 2.66914 -7.29694 1.61429
```

The calculation puts the HOMO energy at -8.27 eV. The largest force on an atom is 0.036 Eh/bohr. Its spin multiplicity is 1. For the energy relative to the best compared isomer or geometry (same formula, charge and spin), the calculation gives 0.0 kcal per mole.

Löwdin atomic charge list, values in e, 8 entries:
1 O -0.555
2 H 0.052
3 H 0.046
4 H 0.051
5 H 0.051
6 O -0.588
7 C 0.005
8 S 0.825

=====

No. 3
Molecular formula: C18H50N4O6
Method: DFT, ωB97M-V/def2-TZVPD

```
78
C18H50N4O6 ωB97M-V/def2-TZVPD
C -3.22840 1.26266 5.63644
H -2.53600 -1.55136 -0.43713
H 1.57685 -1.95905 -3.30825
H -6.11860 -0.16202 8.15541
H -2.81313 -0.55317 4.51851
N 1.60329 1.78351 -0.35812
C -0.60390 2.07579 -4.08322
H -0.33286 -0.75440 -1.62090
C 3.02671 -3.36530 1.16083
H -6.14565 1.37708 9.02176
C 3.91573 -2.14281 0.86684
O 4.55492 0.86428 -0.49080
H -0.24851 3.03639 -4.44256
H 3.06145 -1.68999 -2.51287
H -1.80852 1.32027 -6.90200
H 2.08721 -3.30728 -0.54537
H -1.84057 0.81750 4.01710
H -2.22798 -3.23590 -0.53060
H -1.45299 0.06162 5.48831
H -2.31645 -2.31350 1.06327
H 1.91397 -0.26705 -2.72980
O 3.12319 -0.94977 0.80963
C -2.59655 0.12201 -5.49216
H 2.06908 4.29528 -0.98798
C 2.69861 2.24978 -1.21262
C 4.12706 2.23718 -0.62175
H 2.85687 1.58150 -2.06909
C 5.71845 0.63402 -1.28802
C -3.98950 0.43279 6.70849
H 4.83410 2.79395 -1.22845
H 6.03499 -0.39232 -1.13036
H 4.49049 -2.22634 -0.05663
O 2.64089 -3.94748 -0.06295
H -2.65158 -2.02695 -5.88495
H 1.43127 3.52188 -2.44907
C -2.32002 0.34898 4.88117
N -0.16701 -0.98086 0.97359
H -4.27403 -1.31122 -5.97949
H -1.62204 2.24863 -3.71227
O -4.75581 1.30685 7.51419
H 0.80540 -1.09411 1.25140
H -0.14717 1.79748 -3.12539
H -0.30192 -2.39866 -2.11574
H 3.00176 4.02557 -2.46318
C -1.95078 -2.34787 0.03739
H 5.47487 0.83219 -2.34045
H -1.18523 -0.51688 -3.95076
H -3.40695 -1.54091 -4.44271
H 1.62792 0.77886 -0.18638
H 3.70996 -0.36471 0.27008
C 2.28430 3.56274 -1.77093
O -0.31437 1.05291 -5.02762
C 2.02856 -1.33314 -2.52816
H -2.16902 -0.19914 -7.41079
H -0.58338 -0.76764 -5.57595
H 6.46930 1.39733 -1.06232
H 0.11755 -2.96974 0.34092
H -4.73267 -0.15900 6.16033
H -0.70245 -0.91138 1.82612
H -1.66333 2.18708 6.65565
O 1.47972 -1.64370 -1.26026
H -4.06978 1.49587 4.97319
H -3.12046 0.89294 -4.92034
H 4.00525 2.62206 0.39432
H -3.11337 2.78344 6.98758
C 0.06161 -1.73750 -1.31835
H -3.26425 -0.10992 7.32662
C -3.30623 -1.24296 -5.49267
H 4.63838 -2.11990 1.69847
N -2.52023 0.59251 -6.87803
H 3.71452 -4.01867 1.70970
C -1.16665 -0.07453 -4.95972
H 2.22235 -3.18335 1.88074
C -5.49750 0.66566 8.51057
N -2.56107 2.39072 6.23423
H -4.82005 0.29977 9.29363
H 1.69008 2.20204 0.56459
C -0.44969 -2.08066 0.03609
```

The calculation puts the HOMO energy at -9.00 eV. The largest force on an atom is 0.041 Eh/bohr. Its spin multiplicity is 1. The structure (SMILES) is COC[C@H](C)N.COC[C@H](C)N.COC[C@H](C)N.COC[C@H](C)N.OCCO. For the energy relative to the best compared isomer or geometry (same formula, charge and spin), the calculation gives 81.0 kcal per mole.

Löwdin atomic charge list, values in e, 8 entries:
1 C -0.459
2 H 0.080
3 H 0.092
4 H 0.086
5 H 0.080
6 N 0.078
7 C -0.107
8 H 0.123

=====

No. 4
Molecular formula: C18H50O7
Method: DFT, ωB97M-V/def2-TZVPD

```
75
C18H50O7 ωB97M-V/def2-TZVPD
C 20.30458 -11.85962 25.48075
H 19.71649 -3.67652 24.62334
H 11.81507 -4.07574 26.07140
O 17.90858 0.59672 28.43135
H 9.83617 -8.61774 33.45963
H 20.35957 -9.77204 26.01414
H 15.48160 -5.74095 28.63912
H 17.28049 2.24502 25.96052
H 21.00662 -12.69103 25.54392
C 12.03112 -3.12390 25.58619
H 18.05619 0.72418 29.37133
O 19.34502 -5.58070 33.37006
H 21.31290 -6.45483 31.63558
C 20.71922 -5.25245 33.46050
H 19.41524 1.98058 27.82956
C 19.96993 -5.26278 23.04523
H 7.30799 -5.46331 29.56253
H 10.63966 -8.57289 31.23945
C 17.65001 -7.15735 21.25836
H 7.66347 -5.11949 31.18032
C 16.72290 -7.39076 29.29482
H 16.36745 -7.26157 30.31711
H 19.09759 -5.40225 32.45982
H 21.56401 -10.83640 26.81530
H 11.51317 -8.68834 33.37732
C 7.55423 -5.96343 30.49920
H 14.14529 -3.29323 25.50567
C 13.40904 -2.53263 25.76555
O 17.27434 -5.03629 29.07876
C 21.02306 -10.62821 25.89219
H 13.65403 -2.27247 26.79530
C 18.18158 -5.75599 21.49004
C 18.34183 1.79126 27.82237
C 20.15793 -4.66103 24.46857
H 22.57028 -6.32932 32.93934
O 11.02361 -2.17074 26.05477
H 16.78027 -7.10768 20.60323
H 21.86975 -10.41405 25.24000
H 20.59374 -6.15643 23.02658
H 20.99348 -5.00475 34.48594
C 18.02253 1.53661 26.32881
H 11.86923 -3.33827 24.52981
H 17.38691 -7.74100 22.14053
O 18.59261 -5.61325 22.88118
H 17.32775 -4.18830 28.63191
H 17.76310 -7.71281 29.24632
H 18.59956 -12.64522 26.16843
H 21.18423 -7.39481 32.99769
H 19.85119 -11.87487 24.48964
H 18.93333 -5.34867 20.81399
H 9.66428 -5.93853 29.85121
C 10.69192 -7.99297 33.20381
C 21.50751 -6.39544 32.70642
O 9.24707 -7.01111 31.62296
H 18.51667 -7.62228 20.78842
H 17.56049 0.57514 26.10474
H 21.04951 -4.38275 32.89249
H 18.93228 1.70725 25.75320
H 10.63594 -7.13632 33.87546
H 17.35171 -5.10718 21.20994
H 6.73237 -6.62822 30.76509
O 19.28378 -12.03735 26.45817
C 8.92746 -6.61169 30.28946
C 16.50971 -6.06907 28.48603
H 16.74434 -6.29598 27.44605
H 16.11182 -8.24878 29.01468
H 11.32352 -6.94467 31.46652
H 13.51540 -1.65219 25.13182
C 10.54355 -7.63533 31.78703
H 8.88765 -7.46941 29.61801
H 21.21878 -4.64843 24.71868
H 19.71450 -5.33166 25.20459
H 20.37366 -4.56435 22.31223
H 10.39628 -2.06452 25.33590
H 17.72439 2.59198 28.22943
```

The calculation puts the HOMO energy at -9.59 eV. The largest force on an atom is 0.049 Eh/bohr. Its spin multiplicity is 1. The structure (SMILES) is CCOCC.CCOCC.CCO.CCO.CCO.CCO.CCO. For the energy relative to the best compared isomer or geometry (same formula, charge and spin), the calculation gives 121.5 kcal per mole.

Löwdin atomic charge list, values in e, 8 entries:
1 C -0.337
2 H 0.069
3 H 0.103
4 O -0.090
5 H 0.079
6 H 0.080
7 H 0.101
8 H 0.062

=====

No. 5
Molecular formula: C18H51F6NO14P
Method: DFT, ωB97M-V/def2-TZVPD

```
91
C18H51F6NO14P ωB97M-V/def2-TZVPD
C -3.88742 -7.50866 12.35454
H -4.19355 -6.97516 11.45469
H -8.06930 -6.21606 5.42094
H -2.63404 -14.46458 8.65016
H 6.45537 -7.04567 7.01772
H -1.91487 0.33679 3.35962
H 2.48405 -10.31956 9.67812
H 3.61702 -11.20459 1.14556
C 6.01801 -6.07498 6.78408
H 1.59650 -13.55905 2.65155
O 1.26664 -13.23038 0.64840
H 0.08933 -0.27106 2.20302
H -3.76408 -2.54194 9.57872
C 2.32333 -12.32687 10.37286
N 2.16114 -13.18961 9.23820
F 0.28936 -6.57092 4.58414
H -3.56054 -5.72576 13.55991
C -2.17190 -13.47818 8.61067
H -2.20525 0.38708 1.16015
C -1.84229 -0.59697 2.80201
H 1.51709 -13.91424 9.52143
H -5.31675 -8.75569 12.14166
H 1.52484 -10.78324 1.54180
H -5.82846 -6.31348 12.88598
H 0.09708 -1.19912 3.66419
O -0.36487 -2.29398 1.94133
C -6.52232 -5.19433 4.26362
H -0.42739 -3.05582 2.52211
H 6.80804 -4.29607 6.50486
H 3.95545 -11.11848 9.39589
H -5.52150 -5.48826 6.15570
H -0.48264 -11.59719 7.73991
H -5.30085 1.12316 9.19968
C -4.13562 -6.65012 13.61435
O -7.48717 -5.82459 3.43051
H 3.98560 -8.48709 11.19497
O 4.97102 -4.85447 4.82736
F 0.71269 -5.31870 6.48473
H -7.60947 -5.48910 2.53938
H 5.14293 -9.50319 10.36977
H -2.54166 -1.96409 7.71372
F -1.42506 -7.62024 5.52558
H -0.16821 -11.95647 9.42217
H -2.32861 -13.04380 9.59802
C -0.41712 -1.09302 2.70898
H 0.08047 -12.70801 2.22548
H 6.43587 -6.30618 4.57121
C 3.15624 -11.04673 10.13360
H -6.52015 -4.11943 4.44440
C 5.61223 -6.06155 5.24194
H -2.82531 -7.64409 12.15037
H 4.17064 -4.76403 5.34969
C 1.13837 -12.82390 1.98990
O 3.63514 -10.56548 11.38963
H 2.02505 -11.13026 3.20404
H -2.46769 -1.27124 3.38710
H -5.65832 -0.92444 9.44660
O -0.78064 -13.56546 8.32438
H 1.40924 -12.07947 10.91261
H -3.32476 -0.87568 10.15200
H -5.09934 -1.21092 7.75178
H 1.87270 -11.71019 7.81783
C -4.83402 -0.83332 8.73927
C -6.22465 -6.02048 5.51506
F -1.20528 -6.31307 7.45297
H 5.17133 -5.89863 7.44751
O -2.54852 -0.42026 1.55001
H 1.42784 -13.30225 7.23515
H -2.67696 -12.92387 7.81962
O -7.44650 -6.21787 6.15150
H 4.86745 -6.80275 4.95207
O -2.47258 -1.41131 8.49557
C 4.53770 -9.42369 11.27281
O -4.37127 -8.81074 12.29855
P -0.41653 -6.45388 6.04004
H -3.88371 -7.18188 14.53188
C -3.58736 -1.50305 9.30022
O 3.33851 -11.74476 1.88869
O -4.65853 0.63810 8.67649
H 5.17802 -9.50048 12.15157
H -5.70538 -6.94692 5.26977
H -5.58919 -5.34402 3.72050
O -5.51033 -6.46610 13.77878
C 1.38747 -12.64370 8.10279
F -1.46436 -5.36964 5.38135
C 2.03208 -11.50600 2.18087
O 7.03189 -5.12084 6.94219
H 2.84859 -12.93189 11.11187
C -0.06290 -12.34734 8.41013
F 0.59334 -7.55366 6.69706
H 2.16957 -13.50223 0.46843
```

The calculation puts the HOMO energy at -7.22 eV. The largest force on an atom is 0.074 Eh/bohr. The total charge is -1. Its spin multiplicity is 1.

Löwdin atomic charge list, values in e, 8 entries:
1 C -0.273
2 H 0.119
3 H 0.064
4 H 0.080
5 H 0.110
6 H 0.110
7 H 0.115
8 H 0.097